A gas-phase ion, C3H8NOS (charge +1). Source: the Open Molecules 2025 dataset; level of theory: ωB97M-V/def2-TZVPD.

energy above the lowest of the compared OMol25 structures with the same formula, charge and spin	54.74	kcal per mole
E_HOMO	-13.4	eV

```
! wB97M-V def2-TZVPD RIJCOSX def2/J DEFGRID3
* xyz 1 1
N -0.052 -0.549 2.013
C 0.362 -0.044 0.613
C -0.550 1.344 0.516
O -1.253 1.485 1.580
C 0.179 -1.104 -0.536
S 0.645 -0.360 -2.108
H -1.052 -0.646 2.234
H 0.367 -1.383 2.285
H 0.374 0.146 2.696
H 1.371 0.444 0.598
H -0.816 1.565 -0.605
H 1.048 -1.829 -0.330
H -0.846 -1.243 -0.451
H -0.317 -0.512 -2.990
*
```

Atomic partial charges in e from the natural (NBO) method, atoms 1 to 8: atom 1 (N): -0.684, atom 2 (C): -0.153, atom 3 (C): 0.400, atom 4 (O): -0.516, atom 5 (C): -0.563, atom 6 (S): -0.003, atom 7 (H): 0.466, atom 8 (H): 0.429